Entry 1:
10
Properties=species:S:1:pos:R:3:forces:R:3 method="wB97M-V/def2-TZVPD" e_above_lowest_ev=1.503 mol_weight_g_mol=309.87 homo_energy_ha=-0.3552 orbital_gap_ev=9.6
C -0.841793 0.507830 -0.203699 -0.89 3.66 -2.05
I 2.060866 0.987861 -1.396923 -0.54 -0.11 0.44
I -2.591347 -0.624782 -0.662808 -0.36 -0.28 -0.13
C 0.460424 -0.399099 0.982486 3.81 0.90 -0.74
O -0.568832 0.500723 1.167376 -1.47 1.19 -0.32
C 0.432686 -0.216416 -0.575009 0.27 -1.37 -1.20
H -1.043190 1.599500 -0.726388 0.52 -2.69 1.66
H 0.388223 -1.022669 -1.407660 -0.15 1.07 2.12
H 1.409192 -0.002125 1.417254 -0.58 -0.32 -0.23
H 0.293771 -1.330824 1.405370 -0.61 -2.06 0.45


Entry 2:
10
Properties=species:S:1:pos:R:3:forces:R:3 method="wB97M-V/def2-TZVPD" e_above_lowest_ev=1.438 mol_weight_g_mol=309.87 homo_energy_ha=-0.3385 orbital_gap_ev=9.1
I -1.212601 2.179110 -0.078216 0.00 -0.18 -0.24
H 0.093275 0.160909 2.327507 0.36 -0.05 -0.27
C 0.899699 -0.216460 -1.337041 1.21 1.08 -1.90
H 0.321882 0.557337 -1.952717 0.70 -1.72 0.53
C 0.552658 -0.386284 -0.087852 0.29 0.54 1.98
H 1.860203 -0.649313 -1.752011 -1.33 0.73 0.55
O -0.790253 0.216521 1.955466 -0.54 -0.81 -2.24
H 1.231085 -0.771256 0.711085 -0.63 -0.36 -0.94
C -0.758943 0.112729 0.471670 0.94 1.26 2.40
I -2.197007 -1.203292 -0.257890 -0.99 -0.50 0.13


Entry 3:
10
Properties=species:S:1:pos:R:3:forces:R:3 method="wB97M-V/def2-TZVPD" e_above_lowest_ev=0.675 mol_weight_g_mol=213.04 homo_energy_ha=-0.3328 orbital_gap_ev=8.1
H -1.751635 1.213673 -1.211180 1.25 0.49 -0.89
N -0.789525 -0.669758 -0.770488 0.81 -0.57 1.13
H -2.297506 0.435323 0.008043 -1.32 -0.73 1.56
C -1.352144 0.617687 -0.403173 0.85 -0.64 -0.27
C 0.944865 0.006572 0.748887 -0.05 1.42 0.04
C 0.233300 -0.998820 -0.058357 0.77 -1.45 -1.80
I 2.947108 0.256295 -0.613291 -1.14 0.09 0.82
S -0.269524 1.406993 0.825541 1.46 -0.77 0.13
H 1.485900 -0.276462 1.684171 -0.85 0.37 -0.86
H 0.849161 -1.991503 -0.210152 -1.78 1.78 0.14


Entry 4:
12
Properties=species:S:1:pos:R:3:forces:R:3 method="wB97M-V/def2-TZVPD" spin_multiplicity=6 e_above_lowest_ev=3.965 mol_weight_g_mol=296.28 homo_energy_ha="-0.2834 / -0.2821" orbital_gap_ev="8.0 / 5.3"
H -4.640652 0.258322 0.401738 -0.58 0.19 0.23
C 0.339966 1.151546 0.172004 -0.70 -0.37 0.57
O 0.685120 -1.205526 -0.550087 -1.49 -0.74 2.09
H -0.361882 0.277161 -1.685125 0.19 -0.44 0.33
O 2.498589 -1.462045 0.771201 0.34 -0.70 0.93
C 1.549805 -0.823769 0.309993 -0.73 -0.74 -3.67
Ir 3.708711 0.130151 -0.124747 2.34 0.60 -0.34
O -3.783005 -0.014088 0.064960 0.57 -0.19 -0.23
H 0.058064 1.151871 1.236836 0.10 0.01 -0.28
O 1.701436 0.515115 0.239411 -0.57 1.58 1.53
C -0.375449 0.146264 -0.594693 0.08 0.81 -1.08
H -1.380707 -0.125004 -0.241487 0.45 -0.01 -0.08


Entry 5:
12
Properties=species:S:1:pos:R:3:forces:R:3 method="wB97M-V/def2-TZVPD" spin_multiplicity=2 e_above_lowest_ev=5.339 mol_weight_g_mol=134.10 homo_energy_ha="-0.3816 / -0.3814" charge=+1 orbital_gap_ev="6.1 / 6.0"
Li -4.331747 1.725577 -0.296514 0.45 -0.20 0.04
C -1.781424 0.284447 -0.493463 0.73 -1.95 -0.39
O -2.595853 1.104974 -0.136120 -0.54 1.15 0.20
O -0.555572 0.115579 -0.243035 0.24 -0.71 0.03
K 1.744519 1.860007 0.240632 0.07 0.52 0.05
H -0.384172 -2.408041 -0.368461 -0.17 0.74 -0.58
O 2.246074 -0.369674 0.132164 -0.21 -1.10 -0.12
H 1.047756 -1.620876 -1.322486 3.50 0.34 -0.25
H 2.074221 -2.432333 0.217257 -0.50 -0.16 -0.88
C 0.142969 -1.538398 0.041417 0.16 -1.12 4.63
H -0.055310 -1.539964 1.123336 -0.93 1.13 -0.11
C 1.630853 -1.494906 -0.184409 -2.79 1.35 -2.62


Entry 6:
13
Properties=species:S:1:pos:R:3:forces:R:3 method="wB97M-V/def2-TZVPD" spin_multiplicity=2 e_above_lowest_ev=6.064 mol_weight_g_mol=117.94 homo_energy_ha="-0.4945 / -0.5014" charge=+1 orbital_gap_ev="9.8 / 8.1"
H 0.574166 -2.564127 -0.548487 0.36 -2.78 3.80
O -0.372785 -1.470574 1.240574 -1.71 0.54 -2.93
H 2.079739 -2.563635 0.281713 0.67 -0.09 -0.77
C 0.473624 -1.149739 -0.198320 1.93 2.44 6.09
Li -0.930420 0.377315 1.872686 0.13 -0.34 -0.38
C 0.086254 1.221800 -0.346248 -0.93 -0.62 -2.40
H 0.456467 -1.217983 -1.305091 -1.09 -0.22 0.32
Li -1.138114 3.049481 -0.878277 0.24 -0.44 -0.16
H 1.504400 -2.226330 1.732067 -1.14 0.18 0.21
O 0.847090 0.189929 0.079393 0.91 0.40 0.15
C 1.138928 -2.168720 0.689761 0.69 -0.21 -6.04
O 0.376193 1.827248 -1.382125 0.27 0.58 0.67
O -1.019407 1.400000 0.252682 -0.33 0.54 1.44